(1)
Below is C14H19NO3 in the gas phase, with properties calculated with ωB97M-V with the def2-TZVPD basis set.

Positions of all 37 atoms, in Å:
C (1.83929, 0.33915, 3.47787)
C (0.85506, 0.60109, 2.39399)
C (-0.49794, 0.45581, 2.33657)
C (-0.89550, 0.90466, 1.05148)
C (0.24629, 1.28427, 0.40840)
C (0.54388, 1.84116, -0.95420)
N (0.15279, 1.04194, -2.10266)
C (-1.27282, 0.93807, -2.36556)
C (-1.93649, 2.30062, -2.60899)
O (-2.57295, 2.83323, -1.47231)
C (0.83498, -0.24373, -2.17612)
C (0.37436, -1.28462, -1.20139)
C (-0.74480, -2.06390, -1.16866)
C (-0.64964, -2.85135, 0.00458)
C (0.52184, -2.50302, 0.60643)
C (1.16431, -2.97812, 1.86059)
O (1.14676, -1.55325, -0.12197)
O (1.30974, 1.10219, 1.22658)
H (2.64834, -0.29062, 3.11135)
H (2.27592, 1.27499, 3.82709)
H (1.34769, -0.15129, 4.31306)
H (-1.13930, 0.07894, 3.10715)
H (-1.89955, 0.93067, 0.67882)
H (0.09418, 2.83261, -1.06647)
H (1.62939, 1.97388, -1.00881)
H (-1.36915, 0.33753, -3.27325)
H (-1.82107, 0.42298, -1.56291)
H (-1.19154, 3.00062, -3.01205)
H (-2.73572, 2.19099, -3.34493)
H (-1.94277, 2.87297, -0.74398)
H (1.90014, -0.06433, -2.01254)
H (0.69561, -0.62080, -3.19460)
H (-1.53316, -2.08851, -1.89312)
H (-1.35549, -3.57916, 0.34922)
H (2.24655, -2.94790, 1.75695)
H (0.84956, -3.99572, 2.07515)
H (0.88120, -2.34207, 2.69923)

Atoms 1-6, force components in eV/Å:
C 0.03 0.19 -0.35
C -0.60 -0.31 0.59
C 0.59 0.01 0.12
C 0.40 0.21 -0.35
C -0.79 0.09 -0.13
C 0.10 -0.05 0.00

Molecular weight = 249.3 g mol⁻¹
ΔE to the lowest compared entry with this formula, charge and spin = 71.3 kcal/mol



(2)
Below is C14H20BrNO2S in the gas phase at a distorted geometry, with properties calculated with ωB97M-V with the def2-TZVPD basis set.

Positions of all 39 atoms, in Å:
C (-5.07483, -0.65266, -0.01583)
C (-3.59914, -0.88368, -0.02221)
C (-3.06498, -2.16619, -0.01705)
C (-1.69530, -2.40745, -0.02056)
C (-1.14457, -3.79224, -0.02267)
C (-0.84061, -1.31002, -0.02812)
S (0.93772, -1.58623, -0.03924)
O (1.27530, -2.18551, -1.29953)
O (1.26880, -2.30231, 1.16233)
N (1.56263, -0.04568, 0.01892)
C (1.82803, 0.46198, 1.34519)
C (1.72570, 1.98539, 1.43390)
C (2.87852, 2.69824, 0.72589)
C (2.65964, 2.94627, -0.77024)
C (2.02340, 1.78749, -1.54841)
C (2.42097, 0.39357, -1.05880)
C (-1.33325, -0.02352, -0.04167)
C (-2.70103, 0.17963, -0.03650)
Br (-3.34073, 1.97117, -0.05025)
H (-5.37390, -0.08519, -0.89708)
H (-5.61480, -1.59509, -0.00527)
H (-5.36397, -0.07114, 0.85957)
H (-3.74319, -3.00723, -0.01089)
H (-0.50344, -3.92853, -0.89214)
H (-1.93987, -4.53301, -0.03414)
H (-0.51803, -3.93975, 0.85540)
H (1.09314, -0.00534, 2.00342)
H (2.82529, 0.14659, 1.68450)
H (1.74680, 2.24419, 2.49441)
H (0.77152, 2.32585, 1.03097)
H (3.04423, 3.66818, 1.20009)
H (3.78874, 2.11374, 0.87339)
H (2.02545, 3.82640, -0.89717)
H (3.63017, 3.18367, -1.21139)
H (0.93571, 1.85784, -1.50012)
H (2.30311, 1.88461, -2.59860)
H (2.28206, -0.33563, -1.85807)
H (3.47407, 0.37277, -0.75385)
H (-0.64936, 0.80881, -0.05815)

Atoms 1-6, force components in eV/Å:
C -0.07 -0.03 0.00
C 0.11 0.27 -0.01
C 0.29 0.06 -0.01
C -0.14 -0.07 0.03
C 0.01 -0.25 0.03
C 0.48 0.10 0.02

Molecular weight = 346.3 g mol⁻¹
DFT total energy = -3722.903547 hartree



(3)
Below is a molecular structure, C14H20ClIN2O2PSeY at a distorted geometry, with properties calculated with ωB97M-V with the def2-TZVPD basis set.

Positions of all 43 atoms, in Å:
C (-2.95374, 2.42749, -5.49663)
C (-2.80160, 1.13077, -4.92054)
H (-3.74632, 2.45099, -6.27269)
H (-1.96677, 2.71028, -5.93082)
H (-3.20439, 3.13365, -4.67366)
O (-2.84255, 0.03395, -4.50650)
I (-2.81171, 2.12635, 0.03526)
Y (-0.51808, 1.31901, -1.43934)
P (1.25622, -0.63518, -2.57994)
C (1.34623, -2.43295, -2.27614)
C (0.93188, -0.69126, -4.37130)
H (3.16556, 0.83556, -2.64372)
H (3.55079, -0.78103, -3.34978)
H (3.44489, -0.55992, -1.55757)
C (3.04324, -0.24838, -2.53099)
H (0.77087, 0.32720, -4.73977)
H (1.79260, -1.14739, -4.88065)
H (2.12299, -2.84181, -2.94881)
H (0.37813, -2.91331, -2.48459)
H (0.03108, -1.29207, -4.53719)
H (1.61047, -2.62702, -1.22570)
C (-0.99161, -1.03432, -0.72658)
O (-1.07160, -1.95044, -0.04469)
Cl (0.10413, 2.90299, -3.29089)
C (2.32789, -0.54335, 3.19868)
N (0.98717, -0.00085, 3.13306)
C (0.46058, 0.80925, 2.16016)
Se (1.36760, 1.38312, 0.61901)
N (-0.79717, 1.12810, 2.59769)
C (-1.08179, 0.49086, 3.80963)
C (-2.12011, 0.63007, 4.72582)
C (-2.01559, -0.04854, 5.94851)
C (-0.88401, -0.82562, 6.24912)
C (0.16896, -0.94003, 5.33248)
C (0.04143, -0.24895, 4.13207)
H (2.88785, -0.10073, 4.03429)
H (2.82756, -0.31203, 2.25966)
H (2.26882, -1.62903, 3.34794)
H (-1.48690, 1.60120, 1.99044)
H (-2.97425, 1.24790, 4.47300)
H (-2.81462, 0.02103, 6.69061)
H (-0.86295, -1.35235, 7.20306)
H (1.05880, -1.55319, 5.48800)

Atoms 1-6, force components in eV/Å:
C 0.65 0.66 0.10
C -1.25 -5.88 1.67
H 0.26 -0.40 0.34
H -0.45 -0.05 0.22
H 0.17 -0.30 -0.29
O 0.66 6.25 -2.14

Molecular weight = 609.5 g mol⁻¹
Charge = +2
ΔE to the lowest compared entry with this formula, charge and spin = 6.5 kcal/mol



(4)
Below is C14H20ClNO2S in the gas phase at a distorted geometry, with properties calculated with ωB97M-V with the def2-TZVPD basis set.

Positions of all 39 atoms, in Å:
C (-0.66757, 0.01274, 5.68732)
C (-1.00291, 0.79753, 4.40044)
N (0.24178, 1.07542, 3.68293)
C (0.62700, 2.45582, 3.44664)
C (1.69898, 3.05434, 4.38951)
C (0.98695, 0.05234, 2.94527)
C (0.02653, -0.55392, 1.87540)
S (0.70634, -0.92386, 0.15423)
C (-0.38809, -1.64046, -0.99160)
O (-1.51974, -2.10151, -0.64089)
C (-0.11001, -1.40316, -2.49805)
O (-1.11805, -1.64648, -3.56938)
C (-0.74949, -1.36903, -4.84025)
C (-0.21875, -2.38510, -5.50144)
C (0.16678, -2.24015, -6.82420)
C (-0.00010, -0.96277, -7.40106)
Cl (0.36952, -0.74282, -8.99721)
C (-0.48319, 0.07757, -6.65236)
C (-0.81940, -0.09226, -5.28085)
H (-1.62998, -0.12612, 6.35067)
H (-0.03329, 0.59664, 6.29632)
H (-0.29838, -0.92999, 5.45236)
H (-1.85940, 0.44615, 3.75312)
H (-1.47195, 1.79824, 4.71348)
H (-0.29642, 3.10890, 3.55596)
H (1.00786, 2.52360, 2.36258)
H (1.36973, 2.79788, 5.41092)
H (1.65920, 4.18212, 4.28422)
H (2.74074, 2.66579, 4.20831)
H (1.21648, -0.79895, 3.58394)
H (1.84129, 0.49695, 2.41364)
H (-0.80521, 0.16299, 1.70571)
H (-0.59482, -1.41002, 2.25139)
H (0.20386, -0.40025, -2.65895)
H (0.83249, -1.91012, -2.85645)
H (-0.16096, -3.33280, -4.97013)
H (0.58516, -3.11568, -7.35955)
H (-0.64410, 1.09167, -7.16013)
H (-1.40888, 0.68876, -4.72190)

Atoms 1-6, force components in eV/Å:
C -4.27 0.98 0.46
C -0.51 1.51 0.41
N 0.60 0.42 -0.12
C -0.15 0.68 -1.35
C -0.17 0.30 -0.04
C -1.70 -0.19 -0.70

Molecular weight = 301.8 g mol⁻¹
ΔE to the lowest compared entry with this formula, charge and spin = 99.8 kcal/mol



(5)
Below is a molecular structure, C14H20F3KNO3 at a distorted geometry, with properties calculated with ωB97M-V with the def2-TZVPD basis set.

Positions of all 42 atoms, in Å:
C (1.13839, -2.78445, -0.15019)
C (0.92948, -1.41479, 0.71903)
C (1.04868, -1.90157, 2.27397)
C (-0.56186, -0.83830, 0.55518)
C (-0.66461, 0.61971, -0.10933)
C (-2.08791, 0.85882, -0.87723)
C (-3.32157, 0.11229, -0.18230)
C (-3.71516, 0.74503, 1.25043)
F (-4.01076, -0.05769, 2.39972)
C (-3.83694, 2.21878, 1.42732)
F (-4.38650, 3.09668, 0.46164)
F (-3.34732, 2.73149, 2.66173)
C (-0.56614, 1.83139, 0.96108)
O (-0.68071, 1.56690, 2.20444)
O (-0.39426, 3.15048, 0.54411)
C (0.46147, 0.70515, -1.25194)
C (1.94147, 0.29310, -0.78331)
C (2.66611, -0.44542, -2.00563)
C (2.74689, 1.69818, -0.57363)
N (2.02011, -0.41895, 0.52317)
O (2.17376, 0.38722, 1.54421)
H (0.27616, -2.98915, -0.87161)
H (1.17268, -3.68355, 0.57577)
H (2.13118, -2.80558, -0.71708)
H (0.62661, -1.11772, 2.98998)
H (2.12606, -2.19528, 2.54552)
H (0.33815, -2.81354, 2.34511)
H (-1.14123, -1.55329, -0.15210)
H (-1.13578, -0.89796, 1.55670)
H (-2.27360, 1.99901, -0.79622)
H (-1.97919, 0.62866, -1.99692)
H (-4.26637, 0.26912, -0.83616)
H (-3.20553, -1.02350, -0.08843)
H (0.51682, 1.77837, -1.65115)
H (0.12630, 0.05254, -2.15165)
H (3.74442, -0.66701, -1.69712)
H (2.66282, 0.30308, -2.90513)
H (2.08203, -1.38955, -2.34110)
H (2.84396, 2.13999, -1.64125)
H (3.81209, 1.52908, -0.18837)
H (2.14638, 2.46029, 0.02976)
K (1.84340, -2.17804, -3.60104)

Atoms 1-6, force components in eV/Å:
C 0.27 -0.11 0.26
C -0.62 -1.94 2.18
C -0.78 -0.28 -0.40
C -0.90 -0.03 -0.68
C -0.03 0.04 -0.78
C 0.23 0.67 1.00

Multiplicity = 2
Molecular weight = 346.4 g mol⁻¹
DFT total energy = -1725.037142 hartree
⟨S²⟩ = 0.754



(6)
Below is a molecular structure, C14H20N2O2S at a distorted geometry, with properties calculated with ωB97M-V with the def2-TZVPD basis set.

Positions of all 39 atoms, in Å:
C (1.29087, 2.63726, 3.12996)
H (1.12966, 3.44630, 3.74975)
H (1.13614, 3.04089, 2.00696)
H (2.37570, 2.49396, 3.07358)
C (0.42625, 1.69280, 3.39569)
N (0.57538, 0.43497, 2.59112)
C (-0.10077, 0.33140, 1.46479)
O (0.30971, -0.48738, 0.51097)
C (-0.81071, 1.54242, 0.91902)
H (-0.96063, 2.34979, 1.52742)
H (-0.49613, 1.66741, -0.05527)
S (-2.41013, 0.76115, 0.94207)
C (-3.25775, 1.36303, -0.81296)
C (-2.46602, 0.47919, -2.00663)
O (-2.84768, 1.08322, -3.11871)
N (-1.66212, -0.44869, -1.67981)
C (-1.09006, -1.11357, -2.77387)
C (-1.32911, -1.14501, -4.04938)
C (-0.46182, -1.96163, -5.13677)
C (0.45755, -2.84638, -4.50572)
C (0.85331, -2.67850, -3.22795)
C (0.14365, -2.11419, -2.16254)
H (0.44162, -2.09662, -1.25954)
H (1.57204, -3.54368, -2.75902)
H (1.27040, -3.26282, -5.38539)
H (-0.81922, -1.92298, -6.13971)
H (-2.20376, -0.38464, -4.46756)
H (-1.11988, -0.64831, -0.89921)
H (-3.17614, 2.22986, -0.72332)
H (-4.28680, 0.85253, -0.76186)
C (1.61783, -0.73749, 2.87116)
C (3.03776, -0.24523, 2.89089)
H (3.29966, -0.01207, 1.92563)
H (3.47635, -1.17220, 3.11828)
H (3.17451, 0.40366, 3.72125)
H (1.45778, -1.66166, 2.15226)
H (1.27339, -0.93594, 3.80091)
H (-0.66645, 1.54336, 3.66358)
H (0.84562, 1.06578, 4.46995)

Atoms 1-6, force components in eV/Å:
C 4.69 7.32 -6.22
H -0.18 2.10 1.28
H 0.06 -0.44 2.19
H -0.38 -0.88 0.57
C -3.83 -13.15 6.29
N 0.47 -1.78 -1.21

Molecular weight = 280.4 g mol⁻¹
ΔE to the lowest compared entry with this formula, charge and spin = 291.8 kcal/mol